The following is a quantum chemistry calculation of a 5-piece molecular cluster, C12H20Cl13N3O2P overall in a non-equilibrium geometry, from OMol25.

- frontier orbital gap (eV) = 9.610
- spin multiplicity = 1
- charge = +1
- E (a.u.) = -7107.557761

```
51
Properties=species:S:1:pos:R:3:forces:R:3:nbo_charge:R:1
C 5.377200 -1.138476 0.542996 -0.3 0.4 0.6 -0.615
C 4.544320 0.116571 0.851146 0.0 -0.1 -0.3 -0.455
C 3.040507 -0.013191 0.543616 1.2 0.2 -0.4 -0.039
Cl 2.824744 -0.795501 -1.027203 -0.2 0.1 0.1 0.035
N 2.351800 -0.740549 1.689517 0.0 0.0 -0.1 -0.407
C 1.561655 -1.961362 1.297403 -0.6 -0.7 0.6 -0.247
C 0.847654 -2.632493 2.499665 -0.1 0.1 -0.4 -0.249
N 0.267168 -1.723852 3.462180 0.0 0.0 0.2 -0.594
C 1.128504 -0.634306 3.808981 0.2 -0.2 -0.4 -0.270
C 1.540086 0.196800 2.555676 -0.4 0.3 0.1 -0.025
N 0.426922 0.639752 1.739293 0.3 0.6 0.7 -0.637
C -0.562534 1.130199 2.287757 0.0 -1.2 0.0 0.900
O -1.569171 1.429679 2.764366 0.3 0.5 -0.1 -0.413
P 2.559645 1.613481 3.223218 0.9 -0.3 0.4 1.505
O 3.459828 1.100600 4.274922 0.0 -0.1 0.0 -1.058
H 4.827586 -2.033663 0.847090 0.1 -0.1 -0.2 0.193
H 6.275042 -1.103132 1.157150 0.1 0.0 -0.2 0.241
H 5.644066 -1.192194 -0.506226 0.0 -0.2 0.0 0.241
H 4.880709 0.961114 0.247023 0.1 0.0 0.0 0.248
H 4.705421 0.404734 1.895272 -0.2 0.0 0.0 0.229
H 2.634418 0.986525 0.430850 -0.5 -0.2 0.2 0.246
H 3.105234 -1.067217 2.304509 0.0 0.0 -0.1 0.451
H 0.809732 -1.695799 0.561842 0.3 0.4 -0.1 0.251
H 2.262657 -2.684604 0.890030 0.0 0.2 -0.3 0.245
H 0.021165 -3.193120 2.063279 0.1 -0.2 0.0 0.243
H 1.504734 -3.370155 2.966366 0.1 0.2 0.3 0.211
H -0.663432 -1.429524 3.201015 0.0 0.0 0.1 0.378
H 2.059039 -1.024901 4.232619 -0.1 0.1 0.2 0.234
H 0.688290 0.009613 4.571325 -0.1 0.0 -0.1 0.246
H 3.274975 2.190050 2.156879 -0.5 0.2 -0.2 -0.059
H 1.591944 2.559731 3.613907 -0.1 -0.1 -0.2 -0.040
C -1.710306 1.985179 -1.939661 0.0 -0.2 -0.1 -0.276
Cl -0.555029 0.932906 -2.754177 0.0 -0.1 0.0 0.019
Cl -3.339812 1.714684 -2.535741 0.0 0.1 -0.1 0.043
Cl -1.644529 1.727087 -0.188479 -0.4 0.2 -0.4 -0.012
H -1.435150 3.012281 -2.138670 0.0 0.0 0.0 0.238
C -5.604747 -0.924633 -1.337695 -0.1 -0.1 0.0 -0.284
Cl -5.023045 -1.490008 0.235781 0.0 0.0 0.0 -0.002
Cl -5.990645 -2.283607 -2.383458 0.4 -0.1 0.2 0.040
Cl -6.990612 0.155226 -1.129822 0.2 0.0 0.2 0.024
H -4.810358 -0.355853 -1.799092 0.0 0.0 0.0 0.225
C -9.250761 -1.759064 -4.949459 0.0 0.1 0.0 -0.286
Cl -9.531453 -0.540191 -6.191764 0.0 0.0 0.0 0.023
Cl -8.115036 -2.986068 -5.522895 0.0 0.0 0.0 0.010
Cl -8.662207 -1.019632 -3.460570 -0.5 0.1 -0.3 0.016
H -10.192612 -2.247376 -4.737634 0.0 0.0 0.0 0.230
C 2.280859 3.728482 -4.100054 0.0 0.0 -0.1 -0.284
Cl 0.749319 4.204531 -3.354369 0.0 0.1 0.0 -0.003
Cl 2.612489 4.703790 -5.520985 0.0 0.0 0.0 0.052
Cl 3.600027 3.842843 -2.929954 0.0 0.0 0.0 0.008
H 2.193700 2.694612 -4.407764 0.0 0.0 0.0 0.229
```
Forces are in eV/Å.

The following is a quantum chemistry calculation of C12H20Cl4Mg2O8 as an isolated structure in a non-equilibrium geometry, from OMol25.

- frontier orbital gap (alpha / beta) (eV) = 7.533 / 5.751
- energy above the lowest of the compared OMol25 structures with the same formula, charge and spin (kcal/mol) = 30.05
- spin multiplicity = 2
- ⟨S²⟩ = 0.756
- charge = +1
- E (a.u.) = -3312.098747

```
46
Properties=species:S:1:pos:R:3:forces:R:3:nbo_charge:R:1
Mg 1.069332 3.005548 2.183113 1.1 -0.9 -1.7 1.847
Mg 0.585202 1.328638 -1.203597 0.2 0.7 0.4 1.797
C 2.888462 5.117828 -0.994277 -0.1 -0.1 -1.7 -0.739
C 2.034572 4.011748 -0.453707 0.4 -2.3 -2.0 0.859
O 1.473772 3.105528 -1.171437 0.8 2.2 0.7 -0.833
O 2.057382 3.937168 0.791793 -1.0 0.2 3.2 -0.932
H 2.596352 6.081578 -0.577197 0.0 -0.1 -0.1 0.246
H 2.847682 5.081668 -2.082917 -0.5 0.5 0.0 0.245
H 3.960562 4.986638 -0.847677 -0.1 -0.4 0.8 0.260
C -0.177628 -0.697892 1.905933 0.3 0.4 -0.9 -0.728
C 0.648992 0.572058 1.821043 -1.5 0.4 -0.1 0.842
O 1.005142 1.153028 2.853133 0.8 0.3 4.0 -0.852
O 0.746732 1.359568 0.833713 -0.6 -0.5 -2.5 -0.928
H 0.371112 -1.622982 2.082513 0.2 0.3 0.2 0.292
H -0.711718 -0.821582 0.963833 0.1 -0.1 0.0 0.239
H -0.904948 -0.512782 2.696413 0.2 -0.2 0.1 0.247
C -2.368938 -0.398382 -1.864457 -1.5 -0.9 -1.0 -0.764
C -2.418688 1.032828 -1.509857 4.0 0.2 0.3 0.779
O -1.404518 1.773678 -1.244317 -1.4 -1.2 -0.3 -0.684
O -3.450328 1.697498 -1.377807 -2.1 0.7 0.1 -0.149
H -1.901638 -0.640472 -2.818987 1.0 0.6 0.3 0.281
H -3.360778 -0.741432 -2.158837 -0.6 0.2 0.6 0.264
H -2.068538 -1.048302 -1.042587 0.4 0.4 -0.2 0.292
C 0.983152 -1.737852 -3.655597 -0.4 0.7 0.8 -0.724
C 0.926862 -0.472352 -2.717287 -0.3 -3.4 -1.5 0.800
O 0.627762 -0.619742 -1.538937 -0.7 -3.4 4.8 -0.874
O 0.965712 0.690678 -3.020457 1.3 4.6 -4.6 -0.810
H 1.755952 -1.813482 -4.420557 0.1 0.5 0.3 0.246
H 0.024832 -1.771322 -4.173847 -0.1 0.3 -0.2 0.231
H 0.966422 -2.637192 -3.039947 0.3 0.2 0.1 0.235
Cl -4.217298 -0.782382 4.234543 0.2 -0.3 -0.3 -0.040
C -3.917918 0.418658 2.945253 -1.0 0.2 -0.3 -0.388
C -4.709468 0.115468 1.630383 1.3 -0.1 1.5 -0.372
Cl -3.975358 -1.324852 0.808873 -0.6 0.4 0.4 -0.082
H -2.842878 0.547808 2.819943 -0.2 -0.1 -0.1 0.200
H -4.373088 1.298418 3.400173 0.3 0.3 -0.4 0.228
H -4.633668 0.960248 0.945763 -0.1 -0.1 0.1 0.223
H -5.728238 -0.069672 1.970873 0.0 -0.3 -0.6 0.240
Cl 3.296562 -3.378542 2.927323 0.2 1.2 0.5 -0.040
C 3.632932 -4.016642 1.333623 -0.8 -1.8 0.2 -0.412
C 2.718062 -3.599912 0.223923 0.1 0.4 0.2 -0.368
Cl 0.959132 -3.773002 0.631523 0.9 0.0 -0.4 -0.070
H 3.408652 -5.058942 1.560353 0.6 -0.3 -0.6 0.224
H 4.650752 -3.885932 0.966103 0.1 0.1 0.5 0.231
H 2.985142 -4.278362 -0.586307 -0.5 0.2 -0.3 0.231
H 2.978422 -2.572272 -0.029567 -0.7 0.1 -0.3 0.214
```
Forces are in eV/Å.

The following is a quantum chemistry calculation of a 2-piece molecular cluster, C12H20ClNO3 overall in a non-equilibrium geometry, from OMol25.

- frontier orbital gap (eV) = 7.931
- spin multiplicity = 1
- charge = 0
- E (a.u.) = -1209.871208
- SMILES = CCC1=C(Cl)C(=O)OC1=O.CCN(CC)CC

```
37
Properties=species:S:1:pos:R:3:forces:R:3:nbo_charge:R:1
C -1.266111 0.152387 -1.963082 -0.6 -0.1 0.1 -0.610
C -1.934569 -0.419727 -3.290165 -0.4 1.0 1.5 -0.448
C -3.440469 -0.448579 -3.022006 1.7 -0.6 -0.8 -0.089
C -4.151556 -1.458231 -2.515909 -0.5 1.6 -0.9 -0.129
Cl -3.624071 -3.030399 -2.024073 -0.6 1.1 -0.2 0.078
C -5.574706 -0.859212 -2.437137 2.2 -2.3 -0.1 0.760
O -6.361674 -1.303484 -1.697300 -2.3 0.1 0.5 -0.491
O -5.662974 0.214728 -3.283569 -0.2 0.9 1.0 -0.500
C -4.355455 0.748009 -3.272441 0.4 -4.4 0.3 0.778
O -4.054597 1.852834 -3.384156 0.2 3.0 -0.7 -0.476
H -2.058928 0.404338 -1.228281 0.4 -0.1 -0.4 0.209
H -0.654337 -0.624963 -1.471580 0.0 0.6 -0.3 0.223
H -0.721070 1.092764 -2.144080 0.1 -0.6 0.0 0.222
H -1.555640 -1.438688 -3.454937 -0.3 0.4 -0.3 0.235
H -1.690976 0.273944 -4.111745 -0.2 -0.6 0.2 0.236
C 3.412118 0.679417 -0.316757 0.1 0.0 0.1 -0.616
C 2.145789 0.781181 0.520836 0.1 0.0 0.0 -0.213
N 1.869528 -0.401381 1.325420 -0.3 -0.2 -0.1 -0.453
C 0.539381 -0.389060 1.923854 -0.1 0.0 -0.1 -0.206
C 0.236249 0.696177 2.960624 -0.1 0.0 0.2 -0.636
C 2.943112 -0.836263 2.205653 0.3 0.0 -0.1 -0.217
C 3.454411 0.155299 3.257053 0.0 -0.1 0.2 -0.639
H 3.379004 -0.187973 -0.978560 0.0 0.0 0.1 0.210
H 3.512658 1.571962 -0.937401 0.0 0.0 0.0 0.212
H 4.309958 0.614303 0.300704 0.0 0.0 0.0 0.203
H 1.313988 0.928366 -0.174625 -0.1 -0.1 0.2 0.194
H 2.203151 1.687536 1.140135 0.0 0.1 -0.1 0.159
H 0.337924 -1.367940 2.369258 0.2 0.0 0.0 0.193
H -0.192265 -0.294939 1.113896 0.1 0.1 -0.1 0.186
H 0.700057 0.479269 3.922378 0.0 0.1 0.0 0.201
H -0.841446 0.746301 3.135122 0.0 0.0 0.0 0.212
H 0.555799 1.686975 2.634065 0.0 0.0 0.0 0.205
H 3.791588 -1.138745 1.585719 -0.1 0.1 -0.1 0.192
H 2.638106 -1.759442 2.707603 -0.2 0.1 -0.1 0.197
H 3.570028 1.164363 2.860386 0.0 0.0 0.0 0.204
H 4.432188 -0.168307 3.621062 0.0 0.0 0.0 0.212
H 2.795805 0.197183 4.124038 0.0 0.1 0.0 0.203
```
Forces are in eV/Å.

The following is a quantum chemistry calculation of C12H20FeN3O5 as an isolated structure in a non-equilibrium geometry, from OMol25.

- frontier orbital gap (alpha / beta) (eV) = 6.416 / 9.099
- spin multiplicity = 6
- ⟨S²⟩ = 8.755
- charge = 0
- E (a.u.) = -2273.214054

```
41
Properties=species:S:1:pos:R:3:forces:R:3:nbo_charge:R:1
Fe 3.955164 -2.361827 0.924242 -1.6 0.9 -1.5 0.867
O 2.684715 -1.910779 -0.611371 0.9 0.0 0.6 -1.322
H 2.794541 -1.233837 -1.307238 0.2 -0.6 0.7 0.461
C 1.906981 -0.053688 2.627371 0.7 -0.6 -2.1 0.560
O 2.696570 -0.877258 2.065919 -1.8 1.9 1.7 -0.754
N 1.296510 0.981973 1.974329 -0.4 -0.3 1.5 -0.404
C 1.273733 1.022070 0.534387 0.3 0.0 -1.5 -0.456
C 0.467056 1.984155 2.704957 -0.3 -0.2 -0.2 -0.416
H 1.576986 -0.150891 3.673239 0.5 0.1 -0.1 0.143
H 0.376869 1.426040 0.064744 -0.5 0.3 0.8 0.217
H 1.319565 0.029457 0.086369 0.5 -0.2 0.4 0.252
H 2.070972 1.623777 0.097994 0.3 -0.1 0.2 0.219
H -0.598497 1.865254 2.508615 -0.1 -0.5 -0.3 0.210
H 0.556493 1.964275 3.791107 0.5 -0.4 -0.1 0.216
H 0.652786 3.015772 2.406024 0.6 -0.2 -0.3 0.215
C -1.779254 -1.056531 0.639508 -2.5 1.3 0.7 0.522
O -2.895179 -0.462317 0.625672 3.0 -1.7 -0.1 -0.639
N -1.366238 -1.924208 1.608552 -0.9 -0.5 -0.1 -0.429
C -2.320206 -2.638598 2.426111 -1.2 1.8 0.8 -0.437
C -0.170615 -2.648997 1.413745 2.0 -0.4 -0.8 -0.429
H -0.989032 -0.890215 -0.108880 -0.2 0.2 0.0 0.133
H -3.245961 -2.066398 2.365427 -0.4 -0.5 -0.7 0.240
H -2.155593 -2.460547 3.488796 0.8 -0.6 0.1 0.204
H -2.433459 -3.692081 2.170302 0.1 0.1 0.0 0.203
H 0.400573 -2.894959 2.308931 -0.3 0.5 0.5 0.204
H -0.305258 -3.625497 0.948544 -0.4 -0.1 -0.3 0.187
H 0.502266 -2.068594 0.782507 0.2 -0.2 -0.1 0.238
C -1.838307 0.056950 -2.563309 1.2 1.2 0.8 -0.183
C -2.077105 1.439730 -2.543544 -1.6 -1.6 0.0 -0.201
C -1.137020 2.389755 -2.820024 0.4 1.1 -0.1 -0.207
C 0.160953 2.012243 -3.066739 0.0 -2.8 0.3 0.033
C 0.475790 0.640077 -3.039899 -0.6 -0.2 1.0 -0.199
C -0.510803 -0.316576 -2.716754 0.4 0.5 -1.1 -0.216
N 1.199090 2.976501 -3.354731 2.0 -3.7 2.9 0.535
O 2.298354 2.748854 -2.807227 -1.1 0.7 -0.7 -0.415
O 0.937695 3.811872 -4.113133 -0.5 3.5 -2.5 -0.318
H -2.641326 -0.588727 -2.239805 0.1 -0.3 -0.3 0.238
H -3.112418 1.625053 -2.298189 0.0 0.9 0.0 0.228
H -1.333469 3.451714 -2.826635 -0.4 0.1 0.0 0.235
H 1.455658 0.191358 -3.109996 0.4 0.7 -0.3 0.239
H -0.149580 -1.334357 -2.709920 -0.3 -0.2 0.2 0.230
```
Forces are in eV/Å.